DFT (ωB97M-V/def2-TZVPD) results for 6 unconnected molecules or ions with the total composition C12H36O12.

Relative energy (zero: lowest compared OMol25 entry of this formula, charge and spin) (kcal per mole): 60.65
Multiplicity: 1
SMILES: OCCO.OCCO.OCCO.OCCO.OCCO.OCCO
E (Eh): -1381.50206
Gap between HOMO and LUMO (eV): 10.539

Cartesian coordinates (Å):
H: -22.966470 20.371540 -13.553230
H: -17.279240 28.066340 -15.634060
C: -15.286520 30.014630 -14.027540
C: -20.119840 23.284350 -2.511030
H: -19.845680 22.682500 -3.377460
H: -15.916230 31.920180 -13.817610
H: -18.086540 26.683300 -8.100640
H: -20.413750 25.064870 -3.813890
C: -9.889340 21.446330 -6.800210
O: -10.732230 20.363090 -6.497480
H: -16.532950 26.590270 -9.662890
H: -21.700560 28.088590 -8.663570
O: -16.982360 28.501980 -14.831750
H: -22.787610 23.251350 -14.470240
H: -9.117510 21.922430 -4.971370
H: -21.368150 30.114020 -9.538090
H: -15.013090 27.989190 -14.494970
H: -16.326080 23.766040 -8.301750
H: -21.508880 22.483100 -13.618370
H: -15.233470 28.885170 -15.912490
O: -15.868140 31.197410 -14.447590
O: -22.508830 28.606030 -8.640180
H: -16.085690 24.644800 -10.956100
H: -8.218520 20.571030 -5.654240
H: -20.615790 25.598110 -1.565780
C: -23.066640 21.158800 -14.300410
O: -15.760270 24.098450 -9.002430
O: -19.713580 25.569750 -1.892610
H: -24.800400 21.169490 -13.750560
O: -21.483390 23.047790 -2.031380
C: -19.760870 24.701670 -3.020210
H: -20.180810 30.795060 -6.263100
O: -18.067050 25.821920 -8.524000
H: -21.861660 31.600070 -7.369010
H: -9.555500 21.417620 -7.837430
H: -15.589250 29.838430 -12.995350
O: -20.535830 30.080650 -6.797120
C: -21.763950 30.514680 -7.391150
O: -23.107700 22.792070 -12.408730
H: -17.421440 23.730710 -10.239350
H: -22.505420 20.915460 -15.202590
C: -16.668470 24.495050 -10.047230
C: -22.594920 22.493730 -13.710640
H: -24.064200 22.824450 -12.484100
H: -10.486860 22.348650 -6.670230
H: -18.760300 24.733480 -3.451420
H: -19.490870 22.997840 -1.668180
C: -8.682500 21.528750 -5.890010
H: -18.125390 26.214230 -10.392100
H: -23.042000 30.451120 -9.168240
H: -22.538240 30.203790 -6.689790
H: -11.582780 20.522290 -6.913210
O: -7.736880 22.484820 -6.441600
H: -21.561970 22.100730 -1.895360
C: -15.631630 28.788890 -14.902400
H: -7.185280 21.976580 -7.040790
C: -22.142520 29.969530 -8.784710
C: -17.335140 25.855600 -9.732570
H: -14.217990 30.202170 -13.921830
O: -24.447330 21.194730 -14.642930

Force components x, y, z for each atom (eV/Å):
H 0.6 -0.2 0.0
H 0.1 0.0 0.0
C 0.3 -0.2 1.1
C 0.1 -0.2 -0.5
H -0.4 -0.7 0.0
H 0.3 -0.5 0.3
H 0.1 0.0 -0.1
H -0.4 -0.1 0.1
C -0.2 0.3 -0.7
O 0.1 -0.7 0.3
H 0.1 0.1 -0.1
H 0.0 -0.2 0.1
O -0.9 -0.1 0.0
H -0.4 0.4 0.2
H 0.7 0.2 0.3
H 0.3 0.0 0.1
H 0.0 -0.4 0.4
H 0.1 0.1 0.3
H 0.0 -0.2 0.2
H -0.4 0.5 -0.3
O -1.1 1.0 -1.7
O 0.2 -0.3 -0.5
H 0.1 -0.2 0.0
H 0.0 -0.1 -0.3
H -0.1 0.2 0.3
C 0.2 0.3 0.3
O -0.7 0.2 -0.8
O -0.2 0.5 -0.4
H -1.1 -0.1 -0.2
O 0.9 1.0 -1.0
C -0.4 -0.4 1.6
H 0.0 0.0 -0.1
O 0.0 -0.8 1.3
H 0.4 0.3 -0.3
H 0.1 -0.1 -0.3
H -0.3 -0.6 0.1
O 0.1 -0.2 -1.0
C -0.9 0.6 0.5
O 0.0 -0.3 -0.8
H 0.0 -0.1 0.1
H 0.1 0.0 0.1
C -0.3 0.9 0.3
C 0.6 -0.5 -0.4
H -0.2 0.2 0.1
H 0.3 0.4 -0.1
H 0.1 -0.5 0.1
H 0.5 0.3 -0.2
C -0.3 0.8 0.1
H 0.7 -0.4 -1.3
H 0.0 0.4 0.3
H -0.4 -0.3 -0.2
H 0.0 0.0 0.0
O -0.7 -0.8 0.7
H 0.0 0.0 0.0
C 1.7 0.9 0.6
H 0.1 0.1 -0.1
C 0.3 -0.3 1.1
C -0.1 0.3 0.3
H 0.5 -0.7 -0.5
O 0.1 0.2 0.5

Atom charges from the Mulliken analysis, given in e for atoms 1 to 6: atom 1 (H): 0.2907, atom 2 (H): 0.3116, atom 3 (C): -0.4312, atom 4 (C): -0.2820, atom 5 (H): 0.2948, atom 6 (H): 0.3040

=====

DFT (ωB97M-V/def2-TZVPD) results for 6 unconnected molecules or ions with the total composition C12H36O6.

Relative energy (zero: lowest compared OMol25 entry of this formula, charge and spin) (kcal per mole): 49.34
Multiplicity: 1
SMILES: CCO.CCO.CCO.CCO.CCO.CCO
E (Eh): -930.16436
Gap between HOMO and LUMO (eV): 9.973

Cartesian coordinates (Å):
C: 1.221086 1.374633 -5.809503
H: -0.937260 -5.151047 1.174014
H: 1.683478 -1.549432 5.491112
H: -5.308927 -2.834349 -2.838729
H: 3.078626 -0.182780 3.729176
H: 1.126392 1.021757 -3.601161
H: -3.035117 -1.245892 -1.753812
H: -0.134916 0.103740 -1.265545
H: 2.290099 0.057370 -4.497461
C: 2.167766 4.821674 1.879323
H: -1.572671 0.291766 -0.193404
H: 0.888982 -2.956514 4.790442
O: 2.627913 -0.649537 3.018775
O: 1.654652 6.727937 0.422464
C: 1.839754 6.314988 1.760607
C: 2.272095 -1.974062 3.426301
C: -4.637763 -1.975977 -2.881686
O: 0.372953 -0.203304 1.447806
H: 0.147054 1.515711 -6.028230
H: -0.072001 1.794533 1.320822
H: 1.789924 -2.441286 2.566171
C: 1.295609 0.519268 -4.549909
H: 0.629819 -0.340712 -4.655147
H: 3.178033 -2.556168 3.608069
O: -3.780213 -2.932014 -0.862392
H: 2.721771 6.848183 2.119656
H: 3.081712 4.557064 1.349709
H: -2.218486 -3.339844 2.202040
H: 1.375251 4.184874 1.480488
H: -5.329133 -1.167021 -3.166665
H: -4.613632 -1.013576 -0.954889
H: 0.375447 -1.436422 4.246368
H: 1.282313 1.274567 0.326295
C: 1.282103 -1.957622 4.564424
C: 0.272938 0.999591 0.652533
C: -0.632817 0.729533 -0.527969
H: 0.522374 -4.228408 1.125127
H: 1.594929 2.391726 -5.741519
O: 1.780664 0.717945 -6.941182
H: 1.235681 -0.048934 -7.135632
O: -1.379020 -2.535262 0.510068
H: -2.898101 -2.938275 -0.464905
H: -1.046274 -1.631807 0.495442
H: 0.733367 6.603786 0.180368
H: -0.734289 -2.433523 2.486281
C: -4.003290 -1.714837 -1.529765
H: -3.910745 -2.026040 -3.687533
H: 2.304048 4.624938 2.946525
C: -1.231998 -3.115596 1.790357
H: 1.042891 -0.037209 2.125413
H: -0.177323 -4.758940 2.714748
H: 0.997856 6.574210 2.404776
H: -0.832724 1.702843 -0.983610
C: -0.380907 -4.376236 1.714949

Force components x, y, z for each atom (eV/Å):
C -1.8 -0.3 -0.2
H 0.0 0.0 0.1
H 0.0 0.2 0.0
H 0.4 -0.3 -0.1
H 0.0 -0.2 0.1
H -0.3 0.2 -0.1
H -0.1 0.3 0.4
H -0.1 -0.2 0.0
H 0.0 0.3 0.1
C -0.3 0.3 0.2
H -0.1 0.0 -0.1
H 0.4 -0.1 0.0
O 0.0 0.1 -0.2
O -0.2 0.2 -0.2
C 0.8 -0.7 0.0
C -0.1 -0.1 -0.2
C -1.2 0.7 -0.3
O -0.3 0.4 -0.5
H 0.1 0.2 0.1
H -0.3 0.1 -0.3
H 0.1 0.2 -0.1
C 1.0 -0.6 -0.3
H -0.3 0.2 0.1
H 0.0 0.0 0.3
O -0.3 -0.4 0.1
H -0.1 0.2 0.1
H 0.1 0.2 0.0
H 0.0 0.0 0.0
H -0.1 0.1 0.1
H 0.3 0.1 0.1
H 0.0 -0.1 0.3
H 0.2 0.4 0.2
H -0.1 0.1 -0.2
C -0.6 -0.6 0.1
C 0.5 -0.8 0.7
C 0.3 0.8 0.3
H 0.2 0.2 0.3
H 0.7 -0.2 0.1
O 0.4 0.3 0.2
H 0.0 0.0 0.0
O -0.1 0.0 -0.4
H 0.0 0.3 0.1
H 0.3 0.0 0.3
H 0.0 0.0 0.0
H -0.2 0.3 -0.2
C 0.7 0.1 -0.7
H 0.0 -0.5 0.0
H 0.0 -0.3 -0.1
C 0.7 -0.1 0.5
H 0.2 -0.3 0.0
H 0.2 0.0 0.0
H -0.1 0.1 -0.1
H -0.2 -0.2 -0.2
C -0.8 -0.4 -0.6

Atom charges from the Mulliken analysis, given in e for atoms 1 to 6: atom 1 (C): -0.3443, atom 2 (H): 0.3725, atom 3 (H): 0.3634, atom 4 (H): 0.2984, atom 5 (H): 0.2965, atom 6 (H): 0.2345

=====

DFT (ωB97M-V/def2-TZVPD) results for 7 unconnected molecules or ions with the total composition C12H38ClN10O10.

Relative energy (zero: lowest compared OMol25 entry of this formula, charge and spin) (kcal per mole): 0.00
Multiplicity: 1
E (Eh): -2240.14212
Charge: -1
Gap between HOMO and LUMO (eV): 9.009

Cartesian coordinates (Å):
N: -0.965287 3.128377 3.017452
H: 3.336005 -2.070542 -0.995795
H: 4.978098 2.944285 3.135297
H: 2.920444 3.054567 -4.132293
H: 3.583949 -0.413191 -0.514687
C: -2.060497 -1.378924 -3.199340
N: -2.873655 -1.111302 5.237429
C: 4.277508 2.173785 1.286886
O: -3.680983 0.330451 -2.524719
H: -4.080785 1.506283 -0.862695
Cl: 0.051296 -0.182088 0.407127
H: 4.602285 3.078005 -3.537376
C: 3.624476 -0.727613 -2.662555
C: -1.515254 2.941032 4.251150
H: -1.730632 0.234279 -1.750526
O: -0.689142 -0.582092 5.681013
H: 5.407430 3.776522 1.664134
N: 4.651019 -1.357365 -3.585815
N: -0.936537 3.708832 5.252159
C: 3.904495 -1.169307 -1.230251
H: -1.910509 0.746266 -3.394135
H: 4.649968 1.080679 -2.264247
O: -0.803553 -1.370184 0.419338
H: 4.082472 -1.676476 -4.365650
C: -3.654577 -3.428222 1.917047
H: -0.263482 -1.559955 3.481207
H: -0.191457 3.756788 2.927869
H: -2.971131 2.217804 -1.918728
O: 0.791112 -0.149734 -0.825356
H: 4.276944 2.782710 -5.252547
H: 5.155553 -0.588816 -4.022769
H: -2.328037 -0.706848 -5.261111
H: -3.167029 -0.731090 6.116297
H: 3.507232 1.152750 2.884328
H: -1.374872 2.626386 2.248792
H: -3.625833 -1.900616 -2.072585
C: 3.911283 2.600010 -4.240335
N: -2.529924 -3.574862 1.173027
H: -2.223412 -4.478575 0.859701
N: -4.607311 -4.397199 1.740702
H: -1.884904 -2.812554 1.011533
O: 3.843072 1.204807 -4.101171
H: -1.232197 3.507160 6.188379
O: -0.781408 0.979667 0.568440
C: 3.703752 0.794449 -2.737147
O: -3.842413 -2.433254 2.617274
H: 2.677474 -1.107529 -3.045531
C: -2.658132 -1.505209 -4.592362
H: -0.990562 -1.579459 -3.191299
C: -2.297574 0.021118 -2.657797
H: -2.286842 -2.469531 -1.468405
H: -2.359388 -2.464585 -5.020959
O: 4.400517 2.229065 0.072825
H: 2.903997 0.666046 1.306979
O: 0.938479 -0.316451 1.536044
H: -3.475434 -1.761431 4.763428
N: -2.773316 -2.381658 -2.360309
N: -1.239475 -1.587610 3.710806
H: -4.523788 -4.938301 0.899303
H: -4.660247 2.139823 -2.452408
H: 2.822813 1.230352 -2.262847
H: 4.965227 -1.374922 -1.102595
C: -3.872785 1.591476 -1.937513
N: 4.917677 3.042835 2.141522
H: -5.505863 -4.249448 2.158259
O: -2.508602 2.268528 4.454377
H: -1.996839 -1.764712 3.070363
N: 3.494571 1.240321 1.886174
H: -3.747007 -1.505753 -4.555894
H: -0.009928 4.061805 5.095587
C: -1.548527 -1.009868 4.917528

Force components x, y, z for each atom (eV/Å):
N -0.2 0.0 0.6
H 0.1 -0.1 0.0
H -0.1 0.0 0.0
H 0.0 0.1 0.1
H 0.1 0.0 0.0
C -1.5 -0.1 0.5
N -0.2 0.3 0.3
C -0.3 -0.8 0.0
O 0.1 -0.4 0.0
H -0.4 -0.2 -0.1
Cl -0.7 -1.3 0.8
H 0.0 -0.2 0.1
C 1.1 -0.3 -0.6
C -0.7 0.4 0.0
H -0.3 -0.3 0.3
O -0.2 0.4 0.0
H 0.2 0.0 0.3
N -0.8 0.4 0.0
N 0.0 0.1 -0.4
C -0.6 -0.1 0.1
H 0.2 -0.1 0.0
H -0.3 0.2 0.5
O 0.0 0.3 -0.5
H 0.3 -0.3 -0.1
C -0.1 1.3 -0.2
H -0.1 0.1 -0.6
H 0.0 -0.2 -0.5
H 0.1 -0.2 -0.5
O 0.0 0.3 0.0
H -0.1 0.1 0.0
H 0.2 0.0 0.2
H 0.0 0.0 0.0
H 0.1 0.0 0.0
H -0.4 -0.2 0.0
H 0.4 -0.1 -0.2
H -0.2 -0.2 -0.2
C -0.1 0.0 -0.4
N 0.3 -0.6 -0.3
H -0.2 0.0 -0.1
N 0.6 -0.4 0.1
H -0.1 0.2 0.4
O -0.4 -0.1 0.1
H 0.1 -0.2 0.0
O 0.2 0.2 -0.4
C 0.6 -0.5 -0.6
O -0.2 -0.6 0.0
H -0.3 0.3 0.4
C 0.4 -0.3 -0.4
H 0.0 0.0 0.0
C 0.8 1.1 -0.7
H 0.2 0.0 -0.2
H 0.0 0.0 0.0
O 0.1 0.6 0.1
H -0.2 -0.2 0.3
O 0.5 0.4 -0.1
H 0.0 0.2 -0.3
N 0.3 0.3 0.4
N -0.1 0.4 1.1
H -0.4 -0.1 0.0
H -0.1 -0.1 0.0
H 0.2 0.2 0.1
H 0.0 0.1 0.0
C 0.3 0.4 0.9
N 0.1 0.3 -0.6
H 0.0 0.1 0.0
O 0.2 -0.1 0.0
H 0.3 0.0 -0.3
N 0.5 0.4 0.1
H 0.0 0.2 0.1
H 0.1 -0.1 0.3
C 0.4 -1.2 -0.2

Atom charges from the Mulliken analysis, given in e for atoms 1 to 6: atom 1 (N): -0.2782, atom 2 (H): 0.2649, atom 3 (H): 0.1508, atom 4 (H): 0.2534, atom 5 (H): -0.0867, atom 6 (C): 0.7303